C39H66NO21S | wB97M-V/def2-TZVPD

**HOMO-LUMO gap**: 5.30 eV
**Strongest force on any atom**: 8.594 eV Å⁻¹
**Net charge**: +1
**LUMO level**: -5.03 eV
**E_HOMO**: -10.3314 eV

The geometry in XYZ format:
```
128
C39H66NO21S | the Open Molecules 2025 dataset | wB97M-V/def2-TZVPD
O 2.7519 6.1523 -1.9394
S 3.0427 5.8791 -3.4586
O 1.8441 4.9700 -3.9367
C 3.0601 7.4983 -4.4629
C 1.5876 7.5177 -5.2539
C 1.3915 7.1820 -6.8519
C -0.1771 7.2124 -7.4285
O -0.4789 6.8833 -8.8589
C -1.3731 7.5705 -6.3583
N -1.0966 7.8714 -4.8756
C -2.2581 8.1583 -3.9008
C -2.7448 6.6436 -3.3847
C -1.9039 6.1679 -2.0586
C -1.2731 4.6281 -2.1879
C 0.0923 4.1516 -1.3479
C 0.6607 2.5885 -1.5105
C -0.0957 1.4490 -2.4518
C -1.4379 1.9106 -3.2733
C -1.9699 3.4555 -3.1326
C 0.2880 7.8721 -4.2628
H 4.2279 5.1369 -3.5812
H 3.9038 7.5280 -5.2752
H 3.1218 8.4514 -3.7612
H 2.2998 6.9183 -7.5480
H -0.3760 5.8665 -8.8739
H -2.4894 7.5813 -6.7152
H -1.9143 8.7505 -2.9456
H -3.1244 8.7746 -4.3903
H -3.9223 6.5992 -3.2546
H -2.5051 5.9288 -4.3074
H -1.0719 6.9699 -1.7735
H -2.6361 6.1087 -1.1176
H 0.6835 4.8916 -0.6426
H 1.6464 2.2066 -0.9592
H 0.2541 0.3350 -2.5681
H -2.0551 1.1950 -3.9974
H -2.9336 3.8101 -3.7403
H 0.4277 8.0920 -3.1125
C 4.6646 2.5490 -2.5875
C 4.8937 1.0614 -2.7902
O 5.7168 0.8213 -3.9396
C 7.0417 1.0470 -3.7697
O 7.5826 1.4203 -2.7391
O 7.6644 0.8094 -4.9511
C 9.0585 1.1075 -4.9369
H 4.2653 3.0052 -3.4995
H 3.9641 2.7252 -1.7663
H 5.5999 3.0685 -2.3574
H 3.9330 0.5697 -2.9791
H 5.3249 0.5924 -1.8981
H 9.5678 0.5941 -4.1155
H 9.2050 2.1895 -4.8674
H 9.4892 0.7594 -5.8798
C 3.4774 -2.6575 2.1930
C 2.3623 -1.7256 2.6345
O 1.6510 -1.2051 1.5034
C 0.7705 -2.0550 0.9225
O 0.5303 -3.1989 1.2801
O 0.2161 -1.4242 -0.1427
C -0.6612 -2.2480 -0.9069
H 4.1326 -2.1593 1.4707
H 4.0746 -2.9811 3.0501
H 3.0793 -3.5481 1.6969
H 2.7950 -0.8672 3.1602
H 1.6756 -2.2176 3.3331
H -1.4318 -2.7025 -0.2763
H -0.0851 -3.0173 -1.4295
H -1.1543 -1.6181 -1.6523
C -2.2703 -4.7326 3.0377
C -1.4336 -5.4068 1.9644
O -1.4654 -6.8330 2.1098
C -2.5944 -7.4419 1.6743
O -3.5619 -6.8905 1.1704
O -2.4762 -8.7714 1.9161
C -3.6452 -9.5211 1.5941
H -1.9602 -5.0658 4.0338
H -2.1715 -3.6449 2.9803
H -3.3298 -4.9864 2.9350
H -0.3877 -5.0995 2.0745
H -1.7512 -5.1112 0.9576
H -3.9656 -9.3374 0.5638
H -4.4467 -9.2778 2.2980
H -3.4055 -10.5831 1.6955
C -7.9691 -11.9816 -0.4463
C -7.9163 -11.7520 1.0541
O -7.8164 -12.9962 1.7600
C -6.5910 -13.5735 1.7608
O -5.5841 -13.1273 1.2303
O -6.6788 -14.7478 2.4338
C -5.4732 -15.5088 2.4232
H -8.7723 -12.6809 -0.7010
H -8.1363 -11.0400 -0.9770
H -7.0376 -12.4220 -0.8150
H -8.8474 -11.2755 1.3803
H -7.0964 -11.0798 1.3327
H -4.6244 -14.9163 2.7786
H -5.2847 -15.8895 1.4150
H -5.6040 -16.3604 3.0964
C -3.0539 10.3914 2.7981
C -3.6535 10.2511 1.4098
O -3.7854 8.8705 1.0453
C -4.8260 8.2118 1.6094
O -5.6488 8.6879 2.3778
O -4.7843 6.9219 1.1919
C -5.7728 6.0897 1.7943
H -2.1098 9.8410 2.8675
H -2.8704 11.4428 3.0369
H -3.7183 9.9772 3.5628
H -2.9808 10.7103 0.6770
H -4.6169 10.7682 1.3302
H -6.7762 6.5090 1.6710
H -5.5405 5.9466 2.8538
H -5.7438 5.1156 1.2985
C 6.6760 -0.3711 8.1364
C 7.5127 -1.0453 7.0630
O 7.4808 -2.4715 7.2084
C 6.3518 -3.0805 6.7730
O 5.3843 -2.5290 6.2691
O 6.4700 -4.4099 7.0148
C 5.3010 -5.1596 6.6927
H 6.9860 -0.7043 9.1324
H 6.7748 0.7165 8.0790
H 5.6164 -0.6250 8.0337
H 8.5585 -0.7380 7.1731
H 7.1950 -0.7498 6.0562
H 4.9807 -4.9760 5.6624
H 4.4996 -4.9163 7.3966
H 5.5408 -6.2217 6.7941
```

***

C39H67IN2O13 | wB97M-V/def2-TZVPD

**HOMO-LUMO gap**: 8.75 eV
**Strongest force on any atom**: 1.749 eV Å⁻¹
**LUMO level**: 0.49 eV
**SMILES**: COCCCc1ccc2nc(C[C@H](C)I)cnc2c1.CCOC(C)=O.CCOC(C)=O.CCOC(C)=O.CCOC(C)=O.CCOC(C)=O.CCOC(C)=O
**E_HOMO**: -8.2678 eV

The geometry in XYZ format:
```
122
C39H67IN2O13 | the Open Molecules 2025 dataset | wB97M-V/def2-TZVPD
C -4.5717 -4.7366 1.9385
O -5.5309 -4.6896 0.8983
C -5.6699 -3.3264 0.4415
C -6.8311 -2.6975 1.2357
C -6.6691 -1.1943 1.5839
C -5.3234 -0.8074 2.2073
C -5.1023 -1.1331 3.5979
C -3.9049 -0.7879 4.1399
C -2.8747 -0.1471 3.3909
N -1.6978 0.1631 4.0315
C -0.8246 0.7836 3.2674
C 0.5013 1.2379 3.8918
C 1.7236 0.3341 3.5811
C 1.7695 -0.1808 2.1363
I 1.8583 -1.3169 4.9607
C -1.0844 1.0768 1.8835
N -2.1811 0.7685 1.2313
C -3.0935 0.1591 2.0457
C -4.3579 -0.1917 1.4868
H -4.7310 -5.6409 2.5329
H -3.5409 -4.6746 1.5373
H -4.6845 -3.8857 2.6322
H -5.8534 -3.4131 -0.6392
H -4.7051 -2.8179 0.5924
H -7.7574 -2.8513 0.6647
H -6.9165 -3.2764 2.1680
H -6.9084 -0.5330 0.7348
H -7.4271 -0.9795 2.3584
H -5.8827 -1.6299 4.1716
H -3.7221 -1.0216 5.1908
H 0.3446 1.1989 4.9802
H 0.6692 2.2870 3.6262
H 2.6198 0.9524 3.7222
H 0.9960 -0.9353 1.9340
H 2.7360 -0.6878 1.9875
H 1.6783 0.6554 1.4327
H -0.3013 1.5974 1.3080
H -4.5687 0.0459 0.4432
C -0.0357 6.1212 -1.2551
C 1.2928 5.8620 -0.5790
O 1.1523 4.9669 0.5356
C 1.1434 3.6362 0.4224
C 1.0069 3.0052 -0.9413
O 1.1748 2.9572 1.4219
H -0.4618 5.2061 -1.6687
H 0.0843 6.8424 -2.0613
H -0.7561 6.5105 -0.5341
H 2.0524 5.4992 -1.2724
H 1.6734 6.7934 -0.1641
H -0.0439 2.7722 -1.1180
H 1.5856 2.0817 -0.9562
H 1.3828 3.6207 -1.7543
C -0.4910 -5.9218 4.6676
C -1.2025 -4.7101 5.2343
O -2.5453 -4.6125 4.7721
C -3.6003 -5.2470 5.3033
C -3.3821 -6.3720 6.2845
O -4.6935 -4.9361 4.9188
H -0.9633 -6.8523 4.9863
H 0.5515 -5.9374 4.9876
H -0.5253 -5.9040 3.5777
H -1.1627 -4.6777 6.3256
H -0.7251 -3.8039 4.8760
H -3.4063 -7.3195 5.7471
H -4.1904 -6.3518 7.0126
H -2.4523 -6.2965 6.8451
C 3.4123 -4.2675 -2.4547
C 4.0099 -3.2306 -1.5315
O 3.8562 -1.9035 -2.0527
C 2.7516 -1.1606 -1.8881
C 1.4939 -1.8120 -1.3664
O 2.7606 -0.0036 -2.2212
H 2.3359 -4.1256 -2.5718
H 3.5880 -5.2713 -2.0672
H 3.8523 -4.1927 -3.4437
H 3.6128 -3.2950 -0.5158
H 5.0813 -3.3960 -1.4565
H 0.8645 -2.0991 -2.2078
H 0.9636 -1.0849 -0.7533
H 1.6721 -2.6799 -0.7362
C 6.3603 7.7865 -3.9707
C 5.3099 8.8621 -4.1573
O 3.9879 8.3395 -3.9915
C 3.3839 8.1962 -2.8011
C 4.1991 8.3323 -1.5369
O 2.2206 7.8947 -2.7624
H 6.3372 7.3711 -2.9628
H 7.3570 8.1891 -4.1543
H 6.1813 6.9607 -4.6598
H 5.4717 9.7226 -3.5057
H 5.3535 9.2358 -5.1794
H 4.5134 7.3411 -1.2103
H 3.5689 8.7791 -0.7704
H 5.0714 8.9733 -1.6373
C -7.9569 3.4011 -3.5883
C -7.7040 3.4691 -2.0960
O -8.2400 2.3281 -1.4204
C -7.5929 1.1560 -1.3039
C -6.3584 0.9067 -2.1367
O -8.0446 0.3001 -0.5908
H -7.4662 2.5390 -4.0410
H -7.5909 4.3031 -4.0801
H -9.0245 3.3002 -3.7859
H -6.6476 3.6015 -1.8562
H -8.2256 4.3304 -1.6804
H -6.6444 0.3677 -3.0393
H -5.6723 0.2930 -1.5561
H -5.8163 1.8088 -2.4098
C 10.2091 -4.2464 -4.6588
C 9.1019 -3.2218 -4.8007
O 7.8103 -3.8236 -4.6744
C 7.2066 -4.0603 -3.4982
C 8.0067 -3.9448 -2.2222
O 6.0611 -4.4257 -3.4873
H 10.2020 -4.7134 -3.6735
H 11.1833 -3.7809 -4.8122
H 10.0806 -5.0445 -5.3905
H 9.2115 -2.3882 -4.1050
H 9.1318 -2.7946 -5.8021
H 8.3723 -4.9328 -1.9442
H 7.3508 -3.5723 -1.4382
H 8.8431 -3.2531 -2.2835
```

***

C39H67N5O7PS2 | wB97M-V/def2-TZVPD

**Relative energy (zero: lowest compared OMol25 entry of this formula, charge and spin)**: 173.03 kcal per mole
**HOMO-LUMO gap**: 5.93 eV
**Strongest force on any atom**: 9.201 eV Å⁻¹
**Net charge**: +1
**LUMO level**: -4.52 eV
**E_HOMO**: -10.4541 eV

The geometry in XYZ format:
```
121
C39H67N5O7PS2 | the Open Molecules 2025 dataset | wB97M-V/def2-TZVPD
C 4.2957 0.2840 4.2172
C 3.6547 1.4358 4.3055
C 2.8634 2.8143 4.4635
C 1.4897 2.8993 3.5813
C 0.5260 1.6178 3.7526
C -0.2400 1.1222 2.4199
C -1.3130 2.2255 1.9269
C -0.7037 3.5018 1.1454
C -1.7574 4.1799 0.0853
N -1.7754 3.5003 -1.2506
C -1.2630 -0.0085 3.0639
N -2.0105 0.0467 4.3511
C -1.3749 -0.5685 5.3178
S -0.2263 -1.0881 6.4295
N -1.4933 -1.1466 2.3405
S -2.5579 -2.5011 2.7684
C -1.6857 -3.6355 4.0053
O -2.8997 -3.3794 1.5899
O -3.9105 -2.0112 3.3039
C -0.7003 -1.0033 1.0289
C -1.8901 -0.5920 0.0205
C -2.2149 -1.5933 -1.1887
C -1.1142 -1.6658 -2.3618
O -1.0419 -0.4698 -3.1983
P 0.3458 -2.5630 0.8158
N -0.3013 -3.8111 0.0649
C 0.4717 0.1135 1.3693
N 1.5762 -0.5593 2.1080
C 0.9534 0.5955 -0.0819
C 2.5223 0.8348 -0.3192
C 3.2011 2.0316 0.5139
O 3.3276 -0.4068 -0.2999
C 4.5132 -0.2683 -1.1329
C 5.6847 -1.1249 -0.3801
C 5.5617 -2.7165 -0.4583
C 6.5884 -3.6871 0.2567
C 7.7770 -3.0289 1.0827
C 7.9182 -1.4398 1.1495
C 6.8742 -0.4865 0.4263
H 4.6884 -0.8023 4.3159
H 2.5291 2.8860 5.5745
H 3.5231 3.7512 4.2769
H 1.6882 3.2049 2.4776
H 0.9302 3.8253 4.0265
H 1.0271 0.7209 4.3084
H -0.3122 1.9647 4.4911
H -2.1846 1.8202 1.2973
H -1.8039 2.6492 2.8996
H 0.3431 3.3401 0.6864
H -0.5517 4.3307 1.9558
H -2.8036 4.3298 0.5637
H -1.3419 5.2594 -0.0783
H -2.7705 3.5395 -1.5616
H -1.4489 2.5262 -1.1523
H -2.1917 -3.6215 5.0357
H -1.5604 -4.6965 3.5539
H -0.6006 -3.2074 4.0747
H -2.8866 -0.4865 0.6231
H -1.7524 0.4640 -0.4618
H -3.1923 -1.1933 -1.6917
H -2.4580 -2.6795 -0.8872
H -0.0666 -1.9593 -1.9363
H -1.4007 -2.5571 -3.0610
H -1.5162 -0.7490 -4.0406
H 0.6919 -3.0221 2.1570
H 1.5672 -2.2339 0.0927
H 0.2867 -4.0453 -0.7525
H 1.2898 -0.9784 3.0043
H 2.3699 0.0645 2.3253
H 0.3993 1.5358 -0.4949
H 0.6744 -0.2480 -0.8423
H 2.6036 1.1749 -1.4388
H 3.2097 1.9059 1.6534
H 2.5754 2.9956 0.2979
H 4.2764 2.2809 0.1353
H 4.8244 0.8136 -1.3598
H 4.3196 -0.8143 -2.1443
H 4.6883 -3.1841 -1.0413
H 6.4476 -4.8411 0.2061
H 8.5043 -3.7476 1.6262
H 8.7957 -1.0137 1.7845
H 6.9968 0.6491 0.5235
C -0.5373 -2.8208 -8.2023
C -1.7621 -3.6021 -7.7875
C -1.7481 -3.4364 -6.2820
O -1.1461 -2.1618 -6.0093
C -0.5486 -1.6694 -7.2178
H -0.5578 -2.4913 -9.2429
H 0.3602 -3.4312 -8.0535
H -2.6595 -3.1344 -8.2062
H -1.7438 -4.6476 -8.1012
H -1.1337 -4.2062 -5.8028
H -2.7505 -3.4700 -5.8475
H -1.1661 -0.8415 -7.5827
H 0.4533 -1.2894 -7.0047
C 0.0985 2.5797 8.2164
C 0.6196 3.7835 8.9659
C 0.5151 4.8751 7.9200
O -0.5930 4.5351 7.0740
C -0.9929 3.1886 7.3597
H -0.2657 1.7815 8.8664
H 0.8892 2.1686 7.5781
H -0.0412 4.0095 9.8095
H 1.6333 3.6574 9.3508
H 1.4140 4.9144 7.2949
H 0.3528 5.8623 8.3589
H -1.9447 3.2296 7.8999
H -1.1463 2.6435 6.4242
C -5.8793 0.2534 -7.6709
C -6.0707 -0.0613 -9.1360
C -5.0937 -1.2003 -9.3446
O -5.0070 -1.9070 -8.0990
C -5.6432 -1.1221 -7.0810
H -6.7270 0.7712 -7.2181
H -4.9870 0.8751 -7.5383
H -7.0942 -0.4104 -9.3096
H -5.8831 0.7876 -9.7964
H -4.0932 -0.8265 -9.5879
H -5.4112 -1.8856 -10.1343
H -6.5891 -1.6110 -6.8239
H -5.0118 -1.0940 -6.1895
```

***

C39H69FINO11Si | wB97M-V/def2-TZVPD

**HOMO-LUMO gap**: 6.90 eV
**Strongest force on any atom**: 8.145 eV Å⁻¹
**LUMO level**: -2.05 eV
**SMILES**: C[Si](C)(C)OCCc1c(-c2ccncc2)cc(CC=O)c2c1C(=O)C(I)=C(CCCF)C2=O.CCO.CCO.CCO.CCO.CCO.CCO.CCO
**E_HOMO**: -8.9428 eV

The geometry in XYZ format:
```
123
C39H69FINO11Si | the Open Molecules 2025 dataset | wB97M-V/def2-TZVPD
C -0.6296 -0.2339 -3.3623
Si 1.2559 -0.5394 -3.8009
C 1.3574 -0.3211 -5.7448
C 1.6868 -2.3805 -3.4048
O 2.3362 0.6359 -3.0241
C 1.9738 0.7958 -1.5991
C 3.3338 0.4791 -0.7182
C 3.4054 1.3514 0.6698
C 4.2632 2.7490 0.6858
C 5.0539 3.4286 -0.5789
C 6.2142 2.6912 -1.5021
C 6.8316 3.5674 -2.7415
N 6.4645 4.9618 -3.1633
C 5.4311 5.6224 -2.2958
C 4.6452 4.9941 -1.0028
C 4.3444 3.5896 2.1295
C 3.5959 3.1324 3.5145
C 3.7532 4.0754 4.8860
C 4.9112 3.3644 5.8158
O 5.9962 2.8673 5.2019
C 2.7040 1.7566 3.4866
C 2.6531 0.8934 2.0554
C 1.7167 -0.4900 2.1290
O 2.0139 -1.6327 1.5054
C 0.3673 -0.3464 3.1060
I -1.4504 -1.3466 2.3627
C 0.3991 0.4465 4.4001
C -0.9234 0.6313 5.3746
C -0.9565 -0.3824 6.6643
C -0.3660 -1.8803 6.3464
F -1.3073 -2.7063 5.5309
C 1.8438 1.1867 4.8024
O 2.2548 1.2843 6.0691
H -0.8603 -0.4128 -2.2205
H -1.2672 -1.0026 -3.9752
H -0.9048 0.8736 -3.6502
H 2.2542 -0.8985 -6.2258
H 0.3531 -0.8051 -6.1690
H 1.3569 0.8337 -6.0366
H 0.7471 -3.0621 -3.1933
H 2.2255 -2.8117 -4.3778
H 2.5040 -2.4567 -2.5383
H 1.5977 1.9161 -1.4392
H 1.1640 0.0016 -1.2292
H 4.2612 0.6865 -1.4385
H 3.3553 -0.6991 -0.5296
H 6.5544 1.5764 -1.2550
H 7.6722 3.0227 -3.3921
H 5.1316 6.7410 -2.5887
H 3.8303 5.5439 -0.3564
H 4.9638 4.6014 2.1486
H 2.7458 4.0182 5.5175
H 4.0742 5.1753 4.6334
H 4.8493 3.2628 6.9980
H -0.8742 1.7475 5.7944
H -1.8863 0.5940 4.7008
H -0.4128 0.0501 7.6294
H -2.1034 -0.5073 6.9693
H -0.2799 -2.4395 7.3972
H 0.7110 -1.8962 5.8846
C -0.1217 2.3750 -8.7751
C -1.3508 2.7890 -7.9928
O -1.1636 2.5116 -6.6128
H 0.0785 1.3069 -8.6402
H -0.2516 2.5781 -9.8419
H 0.7634 2.9122 -8.4191
H -2.2285 2.2340 -8.3368
H -1.5501 3.8584 -8.1122
H -0.3869 3.0158 -6.3152
C -0.4177 -5.9608 7.5480
C -1.5567 -6.2093 6.5810
O -2.6819 -5.4231 6.9446
H -0.7209 -6.2067 8.5710
H 0.4563 -6.5630 7.2842
H -0.1314 -4.9040 7.5462
H -1.8541 -7.2618 6.6021
H -1.2654 -5.9535 5.5577
H -2.4095 -4.4899 6.9145
C 6.8213 1.4310 9.0549
C 7.1181 2.7468 9.7438
O 6.2576 2.9144 10.8608
H 5.7787 1.3975 8.7221
H 7.4735 1.2885 8.1885
H 6.9625 0.5922 9.7443
H 6.9546 3.5834 9.0581
H 8.1553 2.7828 10.0910
H 6.4166 2.1710 11.4675
C -6.6199 1.4992 -7.1668
C -5.2238 1.7905 -7.6767
O -5.2416 1.9236 -9.0903
H -7.0096 0.5799 -7.6162
H -6.6227 1.3892 -6.0786
H -7.3087 2.3047 -7.4416
H -4.5438 0.9732 -7.4191
H -4.8322 2.7152 -7.2417
H -5.8417 2.6574 -9.3081
C -5.7155 -6.7618 4.1290
C -5.3597 -5.3059 3.9106
O -5.6547 -4.5540 5.0784
H -6.7780 -6.8658 4.3727
H -5.4982 -7.3547 3.2360
H -5.1534 -7.1758 4.9725
H -5.9395 -4.8903 3.0812
H -4.2961 -5.1924 3.6791
H -5.1285 -4.9256 5.8071
C -9.1658 3.1303 -11.6207
C -7.7178 2.7757 -11.3527
O -7.1914 3.6193 -10.3391
H -9.2544 4.1763 -11.9323
H -9.5854 2.4918 -12.4033
H -9.7670 3.0166 -10.7127
H -7.1168 2.9117 -12.2566
H -7.6223 1.7350 -11.0282
H -7.7269 3.4847 -9.5383
C -0.7722 -5.6527 1.0184
C -0.2948 -4.9993 -0.2620
O -0.4025 -3.5875 -0.1554
H -1.8121 -5.3793 1.2254
H -0.6999 -6.7419 0.9510
H -0.1775 -5.3120 1.8724
H -0.9056 -5.3255 -1.1090
H 0.7482 -5.2574 -0.4690
H 0.1501 -3.3071 0.5943
```